An isolated molecule of C4H6N2O at a distorted geometry, computed with ωB97M-V/def2-TZVPD.

XYZ file:
```
13
Properties=species:S:1:pos:R:3:forces:R:3
C -2.323021 -0.167352 -0.222693 -0.0045 -0.0425 0.2652
C -0.796353 -0.059659 -0.226779 -0.3737 -0.1196 -0.7033
C -0.039474 0.262263 0.872633 0.1100 0.1382 0.0481
N 1.337857 0.212711 0.646354 -0.4125 0.0952 0.1479
C 1.816934 -0.118105 -0.523142 -0.1421 -0.3587 0.0765
O 3.173673 0.073830 -0.487231 -0.5133 0.1741 -0.3395
N -0.300433 -0.327017 -1.402808 1.7129 0.3495 0.5057
H -2.621147 -0.961607 0.465969 -0.0892 0.1784 -0.0234
H -2.748314 -0.395785 -1.207876 0.4181 0.0704 0.1986
H -2.728425 0.796386 0.099108 -0.0104 -0.1993 0.0634
H -0.387412 0.411330 1.876774 -0.0856 -0.0531 0.0638
H 1.978998 0.480756 1.391308 -0.1457 -0.0703 -0.1537
H 3.637116 -0.207750 -1.281616 -0.4640 -0.1622 -0.1492
```
Positions in Å, forces in eV/Å.

## Properties
Largest force on an atom in eV Å⁻¹: 1.82
ΔE to the lowest compared entry with this formula, charge and spin in kcal per mole: 123.58
HOMO energy (spin up / spin down) in eV: -7.37 / -7.25
E_tot in eV: -9268.143
HOMO-LUMO gap (spin up / spin down) in eV: 7.37 / 6.68
Molecular weight in g mol⁻¹: 98.1

Here are the Löwdin charges for atoms 1 to 6, given in e: number 1, C, carries -0.05; number 2, C, carries -0.53; number 3, C, carries -0.11; number 4, N, carries 0.00; number 5, C, carries -0.13; number 6, O, carries 0.01



An isolated molecule of C4H6N2O, computed with ωB97M-V/def2-TZVPD.

XYZ file:
```
13
Properties=species:S:1:pos:R:3:forces:R:3
O 1.362443 2.103501 0.812984 -0.2440 -0.3463 -0.1773
C 0.859607 1.159476 0.257165 0.1544 0.1690 0.1050
N 1.487679 -0.015697 -0.130649 0.1592 0.1138 0.2006
C 0.502578 -1.084702 -0.176138 -0.0853 -0.1162 -0.0383
C -0.693785 -0.282163 -0.675610 -0.0042 -0.2049 -0.1758
C -1.574638 0.333850 0.342668 -0.1367 -0.0466 0.1616
N -0.476045 1.091904 -0.256722 0.2093 0.2450 -0.1269
H 2.443737 -0.171841 0.146925 -0.1165 0.0570 0.2372
H 0.328343 -1.507245 0.826016 -0.0250 -0.0241 -0.2346
H 0.772342 -1.898691 -0.850900 0.0650 0.1872 -0.0089
H -0.944388 -0.394517 -1.724878 -0.3576 -0.1347 0.1532
H -2.560126 0.702545 0.063909 0.2236 -0.0315 0.0580
H -1.507741 -0.036418 1.365230 0.1575 0.1323 -0.1539
```
Positions in Å, forces in eV/Å.

## Properties
Largest force on an atom in eV Å⁻¹: 0.46
ΔE to the lowest compared entry with this formula, charge and spin in kcal per mole: 34.68
HOMO energy in eV: -9.65
SMILES: O=C1NC[C@H]2CN12
E_tot in eV: -9271.998
HOMO-LUMO gap in eV: 10.54
Molecular weight in g mol⁻¹: 98.1

Here are the Löwdin charges for atoms 1 to 6, given in e: number 1, O, carries 0.09; number 2, C, carries -0.51; number 3, N, carries 0.08; number 4, C, carries -0.14; number 5, C, carries -0.24; number 6, C, carries -0.06